{
  "formula": "C14H12BN8O4W",
  "method": "ωB97M-V/def2-TZVPD",
  "symbols": ["W", "C", "C", "N", "N", "C", "B", "N", "C", "C", "C", "N", "N", "C", "C", "C", "N", "N", "C", "C", "C", "N", "H", "H", "H", "H", "H", "H", "H", "H", "H", "H", "H", "H", "O", "C", "O", "C", "O", "O"],
  "positions_angstrom": [[0.526, -0.047, -0.176], [-1.147, -1.365, 3.272], [0.018, -0.835, 2.792], [-0.249, -0.065, 1.687], [-1.639, -0.120, 1.468], [-2.155, -0.917, 2.411], [-2.233, 0.678, 0.228], [-1.924, -0.228, -1.071], [-2.699, -1.121, -1.706], [-2.045, -1.610, -2.835], [-0.810, -1.008, -2.838], [-0.713, -0.150, -1.779], [-1.418, 1.981, 0.082], [-1.714, 3.283, 0.234], [-0.561, 4.049, 0.071], [0.450, 3.151, -0.169], [-0.063, 1.886, -0.155], [-3.736, 0.966, 0.343], [-4.568, 1.463, -0.540], [-5.841, 1.653, 0.117], [-5.605, 1.207, 1.462], [-4.385, 0.801, 1.611], [-1.274, -1.988, 4.146], [1.029, -0.916, 3.169], [-3.215, -1.106, 2.462], [-3.691, -1.359, -1.347], [-2.431, -2.314, -3.558], [0.011, -1.108, -3.535], [-2.717, 3.615, 0.460], [-0.482, 5.124, 0.125], [1.504, 3.319, -0.347], [-4.307, 1.684, -1.569], [-6.751, 2.039, -0.325], [-6.308, 1.181, 2.285], [1.413, -4.189, -0.242], [1.506, -3.027, -0.269], [0.674, -2.044, -0.168], [3.096, -2.651, -0.458], [4.192, -2.709, -0.606], [2.167, 0.100, -0.404]],
  "atomic_forces_ev_per_a": [[0.983, 0.629, -0.267], [0.020, 0.005, -0.005], [-0.036, 0.161, 0.080], [-0.102, -0.564, -0.455], [-0.093, -0.015, 0.100], [-0.023, 0.124, 0.079], [0.005, -0.111, -0.009], [-0.219, 0.069, -0.033], [-0.027, 0.071, -0.080], [-0.005, 0.007, 0.015], [-0.020, 0.135, -0.068], [-0.042, -0.469, 0.478], [-0.045, 0.123, -0.014], [0.015, -0.050, 0.017], [0.053, -0.006, -0.007], [0.029, 0.059, 0.017], [-0.028, -0.369, -0.004], [-0.011, -0.022, -0.003], [-0.003, -0.018, -0.009], [-0.003, -0.006, 0.002], [-0.001, 0.005, -0.003], [0.010, 0.029, 0.006], [-0.008, -0.002, -0.004], [-0.002, -0.018, -0.018], [-0.001, 0.024, 0.026], [-0.007, 0.014, -0.022], [-0.004, -0.002, 0.005], [0.011, -0.017, 0.019], [-0.003, 0.000, -0.006], [-0.003, 0.000, -0.001], [0.001, -0.006, -0.003], [-0.001, 0.004, 0.002], [0.001, 0.002, 0.000], [0.000, -0.001, 0.000], [-0.086, 0.155, -0.044], [-0.217, -0.574, 0.160], [0.207, 0.185, -0.061], [0.113, 0.125, -0.087], [-0.079, 0.020, 0.039], [-0.383, 0.301, 0.158]],
  "lowdin_spin": [0.000, 0.000, 0.000, 0.000, 0.000, 0.001, 0.008, 0.001, 0.000, 0.000, 0.000, 0.000, 0.003, 0.000, 0.000, 0.000, 0.001, 0.121, 0.206, 0.439, 0.041, 0.159, 0.000, 0.000, 0.000, 0.000, 0.000, 0.000, 0.000, 0.000, 0.000, 0.005, 0.015, -0.002, 0.000, 0.000, 0.000, 0.000, 0.000, 0.000],
  "lumo_energy_ev": [-16.182, -16.201],
  "s2": 0.757,
  "multiplicity": 2,
  "total_charge": 4,
  "e_tot_ha": -1370.009964,
  "orbital_gap_ev": [6.76, 6.74]
}



{
  "formula": "C6H10N2",
  "method": "ωB97M-V/def2-TZVPD",
  "symbols": ["C", "C", "C", "C", "N", "N", "C", "C", "H", "H", "H", "H", "H", "H", "H", "H", "H", "H"],
  "positions_angstrom": [[1.838, 1.488, -1.591], [1.005, 0.937, -0.916], [-0.419, 0.779, 0.019], [-0.222, 1.594, 1.294], [-1.519, 1.248, -0.749], [-0.559, -0.595, 0.332], [0.332, -1.449, 0.081], [0.097, -2.904, 0.270], [2.563, 1.989, -2.171], [-0.178, 2.649, 1.035], [0.702, 1.294, 1.789], [-1.057, 1.407, 1.975], [-2.275, 1.642, -0.203], [-1.688, 0.699, -1.583], [1.225, -0.949, -0.516], [0.916, -3.335, 0.854], [-0.851, -3.085, 0.781], [0.091, -3.407, -0.703]],
  "atomic_forces_ev_per_a": [[-0.257, -0.281, 0.292], [-2.375, 1.181, 1.161], [2.522, -0.007, -1.351], [-0.016, -0.072, -0.233], [0.857, 0.547, -0.169], [-0.636, -1.237, 1.042], [0.521, 1.897, -1.786], [0.515, -0.203, 0.243], [0.311, 0.008, -0.226], [0.039, 0.047, 0.071], [-0.086, 0.043, -0.050], [0.028, 0.010, -0.105], [-0.021, -0.460, -0.455], [-0.529, 0.226, 0.476], [-0.943, -1.781, 1.125], [-0.097, -0.111, -0.065], [0.139, 0.122, -0.082], [0.026, 0.069, 0.111]],
  "nbo_charge": [-0.273, -0.109, 0.284, -0.619, -0.848, -0.455, 0.138, -0.666, 0.233, 0.226, 0.227, 0.220, 0.388, 0.387, 0.181, 0.224, 0.234, 0.229],
  "lumo_energy_ev": 1.130,
  "e_above_lowest_ev": 3.302,
  "e_tot_ha": -344.015358,
  "smiles": "C#C[C@@](C)(N)/N=C/C",
  "orbital_gap_ev": 10.43
}



{
  "formula": "C3H12N2O2",
  "method": "ωB97M-V/def2-TZVPD",
  "symbols": ["H", "N", "C", "N", "C", "C", "H", "H", "H", "H", "H", "H", "H", "O", "H", "H", "O", "H", "H"],
  "positions_angstrom": [[-0.695, 2.347, -2.566], [-0.388, 1.428, -2.282], [-1.034, 0.930, -1.310], [-0.603, -0.059, -0.526], [-1.273, -0.394, 0.717], [-0.512, -0.157, 2.031], [-2.028, 1.292, -1.012], [0.380, -0.281, -0.614], [-1.456, -1.474, 0.669], [-2.244, 0.093, 0.759], [0.544, -0.325, 1.903], [-1.043, -0.795, 2.735], [-0.605, 0.883, 2.359], [2.212, 0.753, -1.156], [2.483, 1.480, -0.577], [1.663, 1.213, -1.830], [1.499, -2.484, 0.601], [0.840, -2.404, -0.096], [2.259, -2.048, 0.194]],
  "atomic_forces_ev_per_a": [[-0.703, -0.288, -0.300], [1.413, 0.238, -0.175], [-0.947, 1.034, 0.173], [0.169, -0.202, 0.424], [0.250, -1.101, 0.018], [-0.850, 1.026, -0.784], [0.102, 0.087, 0.036], [0.113, 0.105, 0.049], [-0.260, 0.058, 0.117], [-0.050, 0.069, -0.189], [0.279, -0.689, 0.252], [0.648, -0.058, 0.418], [-0.124, -0.043, -0.007], [0.054, 0.577, -0.105], [0.043, -0.310, -0.039], [-0.161, -0.493, 0.216], [0.082, 0.247, -0.334], [-0.178, -0.222, 0.046], [0.122, -0.037, 0.184]],
  "nbo_charge": [0.355, -0.809, 0.320, -0.615, -0.204, -0.618, 0.136, 0.417, 0.181, 0.197, 0.229, 0.217, 0.198, -0.981, 0.467, 0.504, -0.935, 0.464, 0.476],
  "lumo_energy_ev": 0.851,
  "e_above_lowest_ev": 0.914,
  "e_tot_ha": -381.481319,
  "smiles": "[H]/N=C/NCC.O.O",
  "orbital_gap_ev": 9.78
}



{
  "formula": "C4H7NO",
  "method": "ωB97M-V/def2-TZVPD",
  "symbols": ["C", "C", "C", "N", "C", "O", "H", "H", "H", "H", "H", "H", "H"],
  "positions_angstrom": [[1.579, 0.296, -1.096], [0.471, 0.215, -0.076], [-0.906, 0.605, -0.295], [-0.683, -0.688, -0.359], [-1.145, -1.412, 1.337], [-1.285, -2.528, 1.564], [2.301, -0.515, -0.950], [2.115, 1.248, -1.008], [1.172, 0.217, -2.108], [0.796, 0.230, 0.973], [-1.406, 0.873, 1.155], [-1.579, 1.264, -0.830], [-1.429, 0.194, 1.692]],
  "atomic_forces_ev_per_a": [[-0.015, 0.016, -0.046], [0.176, 0.043, 0.125], [-0.012, -0.198, -0.087], [-0.116, 0.201, -0.103], [-0.136, -1.073, 0.347], [0.154, 1.118, -0.282], [-0.109, 0.117, -0.005], [-0.068, -0.142, -0.007], [0.065, 0.014, 0.135], [-0.066, -0.010, -0.112], [-0.005, -0.007, 0.007], [0.086, -0.099, 0.111], [0.046, 0.021, -0.084]],
  "nbo_charge": [-0.625, -0.106, -0.056, -0.413, 0.577, -0.489, 0.218, 0.217, 0.218, 0.181, -0.008, 0.235, 0.052],
  "lumo_energy_ev": 1.025,
  "e_above_lowest_ev": 5.326,
  "e_tot_ha": -286.435927,
  "orbital_gap_ev": 10.97
}



{
  "formula": "C10H10Cl2ErI2O6STl",
  "method": "ωB97M-V/def2-TZVPD",
  "symbols": ["I", "I", "Tl", "Er", "S", "C", "C", "C", "C", "C", "C", "C", "C", "O", "O", "O", "O", "H", "H", "H", "H", "H", "H", "H", "H", "H", "Cl", "C", "Cl", "C", "O", "O", "H"],
  "positions_angstrom": [[4.111, -1.438, -0.701], [4.288, 1.424, -0.747], [0.331, 1.875, 0.234], [0.835, -1.519, 0.226], [1.198, 0.021, -1.861], [-1.104, -2.891, -1.331], [-0.628, -2.957, 1.814], [0.055, 0.004, -3.427], [0.521, 1.280, -4.118], [-1.450, -0.001, -3.229], [0.525, -1.271, -4.108], [-0.512, 2.756, 1.930], [-1.140, 2.855, -1.551], [-0.992, -3.735, 2.551], [-1.697, -3.611, -2.021], [-1.032, 3.697, 2.391], [-1.741, 3.701, -2.083], [0.154, 1.321, -5.166], [1.626, 1.284, -4.112], [0.194, 2.175, -3.548], [-1.915, -0.004, -4.243], [-1.819, 0.887, -2.686], [-1.811, -0.900, -2.697], [0.157, -1.321, -5.153], [0.197, -2.162, -3.537], [1.628, -1.279, -4.094], [1.061, 1.840, 3.974], [0.678, 0.156, 3.643], [-0.965, -0.133, 2.848], [1.818, -0.333, 2.645], [2.735, -1.093, 2.921], [1.582, 0.082, 1.451], [0.826, -0.461, 4.529]],
  "atomic_forces_ev_per_a": [[-0.286, 1.321, 0.189], [0.016, -1.493, 0.184], [1.895, -2.409, -2.997], [1.158, -0.675, 0.201], [-1.364, 0.960, 0.885], [-2.486, -3.526, -3.160], [-0.571, -2.451, 1.842], [-0.880, 0.630, -0.820], [0.660, 0.195, 0.008], [-0.383, -0.165, 0.558], [0.861, -0.484, 0.875], [-3.525, 7.031, 4.319], [-3.695, 5.425, -2.779], [0.642, 1.947, -1.726], [2.738, 3.498, 3.383], [2.596, -5.304, -2.300], [3.122, -4.560, 2.632], [0.124, 0.048, 0.669], [-0.444, 0.207, -0.415], [0.067, -0.401, -0.581], [0.303, 0.053, 0.662], [0.068, -0.381, -0.381], [0.094, 0.404, -0.345], [0.177, 0.118, 0.468], [-0.006, 0.355, -0.579], [-0.181, -0.208, -0.544], [-0.529, -0.066, 0.012], [1.846, -0.848, -0.548], [0.851, 0.367, 0.549], [0.729, -1.805, 3.165], [-2.107, 1.362, -0.287], [-0.710, 0.632, -3.432], [-0.780, 0.221, 0.292]],
  "lowdin_spin": [-0.020, 0.003, 0.016, 3.023, -0.032, -0.002, -0.003, -0.001, -0.001, 0.000, -0.002, 0.008, 0.008, 0.000, 0.000, 0.000, 0.000, 0.000, 0.000, 0.000, 0.000, 0.000, 0.000, -0.001, 0.000, 0.000, 0.001, 0.000, 0.000, 0.000, 0.002, 0.001, 0.000],
  "lumo_energy_ev": [-17.382, -17.375],
  "s2": 3.757,
  "multiplicity": 4,
  "total_charge": 4,
  "e_tot_ha": -3938.195517,
  "orbital_gap_ev": [4.25, 4.28]
}



{
  "formula": "H2N2O3S",
  "method": "ωB97M-V/def2-TZVPD",
  "symbols": ["H", "N", "N", "S", "O", "O", "O", "H"],
  "positions_angstrom": [[-1.318, 2.117, -0.571], [-1.063, 1.123, -0.396], [-0.060, 1.013, 0.271], [0.493, -0.496, 0.507], [0.218, -0.783, 1.827], [1.801, -0.266, -0.013], [-0.199, -1.463, -0.388], [0.129, -1.246, -1.237]],
  "atomic_forces_ev_per_a": [[0.417, -0.297, 0.563], [-1.454, 0.088, -1.511], [-0.881, 2.640, 0.325], [4.024, 1.877, 0.267], [-0.605, -1.165, 2.914], [0.513, -0.825, 0.052], [-2.365, -2.128, -0.441], [0.351, -0.189, -2.170]],
  "nbo_charge": [0.329, -0.288, -0.374, 2.492, -0.896, -0.932, -0.844, 0.514],
  "lumo_energy_ev": -0.237,
  "e_above_lowest_ev": 0.339,
  "e_tot_ha": -734.528955,
  "smiles": "[H]/N=N/S(=O)(=O)O",
  "orbital_gap_ev": 10.20
}